A molecular structure, C40H32CoN13O3S2. Source: the OMol25 dataset; level of theory: ωB97M-V with the def2-TZVPD basis set.

Each line ends with the Mulliken charge.
Geometry (Å):
Co: 0.58096 0.97107 0.17149  0.860
S: 0.50082 5.81738 0.01679  -0.090
S: -1.77641 3.97745 0.54901  0.033
O: 4.17913 5.18295 0.03692  -0.680
O: 2.42880 1.32496 -0.24326  -1.025
O: -3.27593 -3.09960 -3.47645  -0.254
N: 0.75405 3.18390 0.31465  0.313
N: 0.36677 0.73993 2.22092  0.180
N: 2.10406 -2.78639 -1.19412  -0.943
N: 0.89712 -1.10549 -0.33221  0.404
N: -3.33761 1.38135 -1.21372  1.018
N: -1.20605 1.20755 -0.87387  0.127
N: 1.06489 0.23290 4.24288  0.353
N: 2.08613 3.55862 0.15021  -0.855
N: 4.09257 -3.18640 9.27771  -0.445
N: 0.98974 -3.25616 -0.59351  0.930
N: -4.45579 -3.41499 -5.29628  -0.481
N: -3.46988 -4.39212 -5.23570  -0.470
N: -2.76914 2.06022 -2.23060  -0.776
C: 2.96056 -1.85237 7.36632  0.399
C: -4.78816 1.17748 -1.16807  -1.052
C: 5.16676 1.67042 -0.36150  -0.491
C: -2.80094 -4.17039 -4.15929  0.732
C: 7.08337 3.09805 -0.39828  -0.319
C: 0.62765 -6.15643 -2.67237  -0.797
C: -1.17231 6.49581 -0.16418  -0.596
C: -0.05106 4.17354 0.28255  -0.011
C: -1.07184 -5.92470 -4.36052  -1.036
C: 1.08156 -0.10088 2.93597  -0.294
C: 6.27797 4.20354 -0.23398  -0.726
C: -2.40429 0.88177 -0.40943  -0.591
C: 1.71817 -0.47185 5.30462  1.654
C: -1.06764 -4.48087 -2.43105  -0.102
C: 4.89411 4.06228 -0.12498  0.472
C: -5.03160 -1.47396 -3.85963  -0.118
C: -4.30597 -2.67930 -4.25211  0.738
C: 0.06463 -5.11802 -1.94461  1.103
C: -6.68395 0.20254 -4.31620  -0.696
C: 6.53265 1.81701 -0.46037  -0.866
C: -1.63280 -4.87468 -3.63715  -0.122
C: -0.13407 1.67662 3.10652  -0.974
C: 0.27861 -2.25040 -0.09000  -0.390
C: 4.32286 2.77523 -0.19435  0.273
C: 3.59281 -2.58915 8.43227  0.000
C: -6.28337 0.90786 -3.18628  -0.814
C: 0.27823 1.36775 4.35831  -0.266
C: -2.09336 5.74817 0.77749  -0.650
C: -6.05769 -0.98047 -4.66268  -0.969
C: 1.39542 -0.18668 6.62261  -0.416
C: 3.29199 -2.12464 6.04240  -1.050
C: 2.01534 -0.87388 7.65041  -1.001
C: 2.87229 2.53817 -0.09230  0.948
C: -5.27297 0.41040 -2.37822  0.889
C: -1.48896 1.94494 -1.98799  -0.578
C: -4.65668 -0.78665 -2.71328  -0.138
C: 2.67623 -1.43479 5.01587  -0.451
C: 0.67207 -4.68395 -0.62913  -1.209
C: 2.01836 -1.49016 -1.01570  -0.512
C: 0.05440 -6.56177 -3.87219  -0.688
H: -6.33755 -1.52528 -5.55603  0.538
H: 7.16861 0.95091 -0.58894  0.432
H: -0.65033 -2.37969 0.44559  0.498
H: -4.98994 0.63582 -0.24455  0.229
H: 1.51766 -6.65270 -2.30182  0.394
H: 1.61299 -0.94702 2.53471  0.310
H: -6.75869 1.85020 -2.93729  0.387
H: 0.49891 -7.37495 -4.43178  0.410
H: 3.23448 4.92053 0.13602  0.637
H: -1.52124 -3.66711 -1.87650  0.584
H: 1.76419 -0.65194 8.67866  0.451
H: -3.14278 5.92180 0.54388  0.426
H: 1.60033 -5.21860 -0.44959  0.446
H: 4.71611 0.68827 -0.41045  0.280
H: -1.52272 -6.21756 -5.30030  0.537
H: -2.61348 0.30401 0.47917  0.460
H: -0.73055 2.38250 -2.61928  0.551
H: -0.74198 2.50495 2.77994  0.339
H: 0.10936 1.87544 5.29093  0.387
H: 0.65482 0.56192 6.86564  0.295
H: 4.04259 -2.87066 5.82109  0.443
H: 8.15570 3.22932 -0.47804  0.380
H: -3.85738 -1.18110 -2.09572  0.619
H: -1.48862 6.37986 -1.19923  0.311
H: 2.97406 -1.63983 3.99718  0.362
H: -1.12443 7.55514 0.08213  0.418
H: 2.76377 -0.79109 -1.36005  0.520
H: -7.47815 0.59335 -4.93943  0.408
H: 6.69373 5.20204 -0.18315  0.433
H: -0.00647 -4.88020 0.19989  0.278
H: -5.27118 2.15028 -1.10975  0.446
H: -1.90441 6.00868 1.81670  0.307

Summary:
⟨S²⟩ = 3.757
largest force on an atom = 0.4 eV/A
spin multiplicity = 4
net charge = +1
highest occupied orbital energy (alpha / beta) = -0.3667 / -0.3663 Ha
total energy = -126807.4190 eV

---

A molecular structure, C40H32N2O11S at a distorted geometry. Source: the OMol25 dataset; level of theory: ωB97M-V with the def2-TZVPD basis set.

Each line ends with the Mulliken charge.
Geometry (Å):
S: -5.37748 0.65140 -0.37091  0.202
O: 0.79608 0.26672 1.16350  -0.509
O: 5.03576 -1.68856 -4.91944  -0.514
O: -4.80890 -0.44002 10.08463  -0.552
O: 8.93017 0.82877 3.32108  -0.534
O: -10.68699 4.20437 -2.39686  -0.541
O: -9.93400 0.19849 0.98348  -0.545
O: -2.66846 2.38547 4.56393  -0.624
O: 10.31546 -2.07242 -5.04328  -0.555
O: 8.85052 0.55736 -1.96517  -0.507
O: -4.02112 -0.71394 4.85449  -0.520
O: 0.53921 -1.22743 -3.69630  -0.271
N: -5.12568 -0.78109 -0.99268  -0.646
N: -4.01909 1.45586 -0.81730  -0.686
C: -1.27004 1.35054 1.47640  -0.223
C: -1.45869 -0.28236 -2.75604  0.467
C: -3.30170 -1.79731 -2.32998  -0.790
C: 7.73805 1.23776 1.33347  -0.385
C: 8.91182 0.76623 2.11233  0.317
C: -2.06289 0.74669 -2.10056  -0.486
C: 2.67369 -1.66110 -1.49553  -0.911
C: -9.34993 2.37609 -1.75555  -0.368
C: -2.07975 -1.55613 -2.87140  -0.640
C: 1.94483 -1.08360 -3.88439  -0.775
C: 7.72000 1.17032 0.00540  -0.351
C: -4.93576 -1.73781 8.12534  -0.339
C: 0.26626 0.76187 3.40449  -0.476
C: -9.16233 1.36911 -0.90697  -0.273
C: 8.42915 -0.95748 -4.17929  -0.572
C: -11.27108 2.02647 0.34188  -0.322
C: -3.94291 -0.75173 -1.62139  0.602
C: -4.62962 -0.49996 8.88711  0.349
C: 2.72592 -2.02098 -2.99817  0.323
C: 8.86978 0.62104 -0.75093  0.408
C: -0.60493 1.29428 4.25727  -0.369
C: -3.89763 0.58982 6.81162  -0.199
C: 0.00218 0.74960 1.94268  0.226
C: 6.92394 -2.79943 -5.78432  -0.417
C: -10.10690 1.11445 0.20955  0.255
C: 8.25026 -2.89466 -5.81730  -0.425
C: 7.10221 -0.86669 -4.15256  -0.273
C: -1.87566 1.90004 3.78458  0.403
C: -4.20288 -0.64861 6.05238  0.345
C: -4.73712 -1.80707 6.81201  -0.425
C: 10.06209 0.21570 1.35058  -0.379
C: 6.24810 -1.77592 -4.94897  0.380
C: -0.09754 -0.02263 -3.35749  -0.525
C: 10.04226 0.14918 0.02230  -0.317
C: -4.09604 0.65659 8.12628  -0.468
C: -10.51388 3.28790 -1.62332  0.401
C: -11.45895 3.03336 -0.50674  -0.363
C: -2.13810 1.88761 2.32685  -0.313
C: -3.33825 0.52851 -1.49937  0.599
C: 9.10676 -1.98126 -5.01589  0.295
H: 9.06767 -0.29825 -3.60354  0.748
H: 0.47761 0.49835 -2.58637  0.366
H: 6.90962 1.63461 1.90598  0.409
H: -3.78197 -2.75999 -2.41271  0.434
H: 3.76514 -1.96476 -3.32336  -0.273
H: -8.67209 2.57862 -2.57513  0.423
H: -1.44396 1.33078 0.40894  0.447
H: 2.29437 -0.06257 -3.71144  0.407
H: 2.17207 -1.31700 -4.92703  0.342
H: -3.50879 1.42135 6.23754  0.598
H: -4.95203 -2.69974 6.23821  0.413
H: 3.66285 -1.33961 -1.16673  0.395
H: -0.43220 1.31379 5.32611  0.438
H: 1.98280 -0.85552 -1.26407  0.036
H: 10.90690 -0.12334 1.93614  0.405
H: -1.58759 1.71416 -2.01942  0.528
H: -0.19840 0.66342 -4.20689  0.266
H: -3.88049 1.54891 8.70026  0.438
H: -5.32466 -2.56985 8.69846  0.404
H: 2.41052 -3.05139 -3.15461  0.376
H: 6.87540 1.50864 -0.58152  0.441
H: -11.94832 1.82380 1.16170  0.406
H: -1.56832 -2.35185 -3.38876  0.460
H: -3.06470 2.33387 1.98883  0.512
H: 10.86949 -0.24782 -0.55243  0.432
H: 8.76461 -3.63296 -6.41964  0.405
H: 6.58783 -0.12807 -3.55050  0.493
H: -12.30023 3.71004 -0.42777  0.404
H: 2.44939 -2.54690 -0.90874  0.258
H: 1.19827 0.31648 3.72866  0.450
H: 6.27962 -3.45408 -6.35752  0.436
H: -8.32062 0.69346 -0.98817  0.522

Summary:
largest force on an atom = 1.6 eV/A
highest occupied orbital energy = -0.3293 Ha
total energy = -78330.2054 eV

---

A molecular structure, C40H35BIN8O6P2Pb. Source: the OMol25 dataset; level of theory: ωB97M-V with the def2-TZVPD basis set.

Each line ends with the Mulliken charge.
Geometry (Å):
Pb: 0.27517 1.32310 1.00217  1.808
I: 2.45207 -2.73309 3.73113  -0.027
P: -0.24071 -0.09943 -2.01936  0.010
P: -0.83152 -2.05043 0.06610  0.892
O: 1.10927 2.86063 -0.58359  -0.913
O: 2.48579 0.62428 0.37533  0.985
O: 5.26891 0.65443 -0.66981  -0.887
O: 1.98676 -2.73565 0.42996  -0.471
O: 5.41676 2.85525 -2.63354  -0.667
O: 2.81520 4.25576 -2.60823  -0.711
N: 4.08336 -1.88226 0.16572  -0.251
N: -0.63883 1.64080 4.52621  -0.452
N: 1.65253 2.58729 2.66864  0.927
N: -0.53160 0.67163 3.59835  0.768
N: -1.25494 3.69722 3.12750  -0.074
N: 1.15116 3.23925 3.74182  -0.401
N: -0.30297 -1.73099 -1.52899  0.136
N: -1.20624 3.32349 1.83522  0.136
C: -0.95519 1.10950 5.72082  -0.120
C: 2.90988 -2.04834 0.83309  0.238
C: -4.80297 -2.07285 -1.13224  -0.810
C: 2.82709 -1.33367 2.16495  -0.256
C: -1.59020 -4.54620 0.99137  -0.788
C: -0.81899 -3.87557 0.04212  0.327
C: 3.74889 0.38233 -4.22980  -0.530
C: -3.47410 -2.43218 -0.98739  -0.555
C: 1.49889 1.11308 -3.81009  -0.561
C: -1.57513 -0.08217 -3.27279  0.242
C: -5.32884 -1.02874 -0.37598  -0.418
C: -3.18580 -0.71699 0.66430  -0.656
C: -2.83535 0.34760 -2.86284  -0.460
C: -2.64698 -1.75492 -0.09066  0.461
C: -2.10983 4.04998 1.19180  -0.544
C: 4.36406 1.43461 -0.96188  0.309
C: -0.04273 -6.00820 -0.77586  -0.749
C: 2.11964 3.96412 4.32277  0.014
C: 4.46175 2.57533 -1.94991  0.429
C: -2.18095 4.65643 3.29396  -0.140
C: 2.72903 1.30732 -4.41697  -0.678
C: 3.00976 1.45896 -0.44884  -0.565
C: 3.52971 -0.73836 -3.44269  -0.524
C: 2.29708 -0.93707 -2.83251  -0.156
C: -1.41353 -0.55975 -4.57218  -0.494
C: -0.78055 -0.47480 4.21828  -0.567
C: 3.29033 3.78704 3.61576  -1.564
C: -4.52154 -0.35191 0.52392  -0.595
C: -0.03365 -4.62003 -0.83088  -0.044
C: -3.74819 -0.19062 -5.01880  -0.565
C: 1.27361 -0.01243 -3.01711  0.403
C: -2.76654 4.91757 2.07257  -1.210
C: -1.06241 -0.25756 5.57422  -1.328
C: -0.82276 -6.66615 0.16172  -0.502
C: 3.12317 3.29841 -1.92958  -0.041
C: -3.91854 0.29014 -3.72836  -0.503
C: -1.59406 -5.92962 1.05212  -0.568
C: -2.49400 -0.61389 -5.44065  -0.605
C: 2.30051 2.57702 -0.94266  0.865
C: 2.93782 2.90955 2.58643  -0.629
B: -0.31531 3.11465 4.20730  0.101
H: -4.59106 -0.23402 -5.69730  0.367
H: 4.25499 4.21948 3.81371  0.430
H: 0.72714 1.86866 -3.91448  0.415
H: 0.57548 -6.57438 -1.46146  0.407
H: -0.43412 -0.88127 -4.90754  0.420
H: -2.19894 -6.43394 1.79541  0.396
H: 2.90806 2.20528 -4.99405  0.347
H: -2.55723 -0.18283 1.37038  0.438
H: 4.54365 -0.97034 0.23738  0.227
H: -4.92301 0.45928 1.11841  0.466
H: -2.20190 -3.97957 1.68529  0.349
H: -2.35217 5.08313 4.26816  0.427
H: -2.23196 3.93148 0.12613  0.539
H: 1.98611 -0.65243 2.16413  -0.474
H: -6.36844 -0.74757 -0.49087  0.392
H: 3.73697 -0.80242 2.42072  0.535
H: -3.53641 5.63540 1.85015  0.397
H: 3.54435 2.49833 1.79665  0.721
H: 4.04953 -2.23363 -0.77977  0.285
H: -2.35645 -0.98341 -6.44930  0.401
H: -1.07373 1.74172 6.58516  0.417
H: -3.07075 -3.24571 -1.58152  0.388
H: -0.46283 3.75831 5.21524  -0.192
H: 0.61948 -4.11512 -1.52964  0.207
H: -0.82269 -7.74801 0.20803  0.361
H: -4.89352 0.61991 -3.39150  0.429
H: 1.90279 4.54926 5.20089  0.419
H: -5.43224 -2.60102 -1.83821  0.415
H: -0.61862 -2.38556 -2.23911  0.435
H: 4.72378 0.55785 -4.66584  0.352
H: -1.29110 -0.98664 6.33184  0.420
H: -0.73953 -1.40285 3.66588  0.603
H: -2.97296 0.71671 -1.85088  0.360
H: 4.33690 -1.44264 -3.27650  0.344
H: 2.12719 -1.78437 -2.17707  0.085

Summary:
largest force on an atom = 0.3 eV/A
energy above the lowest of the compared OMol25 structures with the same formula, charge and spin = 0.5650 eV
net charge = -1
highest occupied orbital energy = -0.1731 Ha
total energy = -98863.2467 eV